C24H27N3O5S | ωB97M-V with the def2-TZVPD basis set

Each line ends with the Mulliken charge.
Cartesian coordinates (Å):
O: -0.895 -2.945 0.517  -0.7787
C: -1.829 -2.460 -0.099  0.4162
N: -1.684 -1.827 -1.286  0.0079
C: -0.390 -1.567 -1.874  -1.5165
C: 0.024 -0.127 -1.564  1.1230
O: -0.488 0.788 -2.202  -0.7788
N: 0.895 0.099 -0.571  0.6507
C: 1.449 -0.891 0.331  -1.7774
C: 2.787 -1.367 -0.144  0.5429
C: 3.276 -1.385 -1.413  -0.3553
C: 4.593 -1.893 -1.489  -0.7803
C: 5.082 -2.255 -0.278  -0.4462
S: 3.947 -1.978 0.985  -0.1211
C: 1.295 1.495 -0.323  0.5888
C: 0.298 2.030 0.738  0.4322
O: 0.546 2.092 1.921  -0.6981
N: -0.878 2.351 0.175  0.0621
C: -2.077 2.620 0.940  -0.5143
C: -3.073 1.462 0.790  -0.8822
C: -3.641 1.390 -0.625  0.3385
C: -4.303 2.712 -1.001  -0.9700
C: -3.293 3.852 -0.908  -0.6235
C: -2.714 3.942 0.502  -1.1032
C: 2.725 1.626 0.068  -0.5367
C: 3.785 2.074 -0.669  -0.7984
C: 4.913 2.006 0.181  -0.4786
C: 4.451 1.528 1.369  -0.7249
O: 3.135 1.298 1.307  -0.2274
C: -3.213 -2.536 0.383  0.3117
C: -3.703 -3.087 1.540  -0.4295
C: -5.098 -2.877 1.515  -0.5621
C: -5.357 -2.218 0.351  -0.4184
O: -4.229 -2.005 -0.341  -0.3017
H: -2.482 -1.362 -1.694  0.3112
H: -0.476 -1.652 -2.961  0.3808
H: 0.316 -2.307 -1.501  0.5071
H: 0.757 -1.732 0.455  0.8314
H: 1.551 -0.423 1.315  0.4925
H: 2.725 -1.036 -2.268  0.5182
H: 5.144 -1.982 -2.408  0.4123
H: 6.040 -2.672 -0.041  0.4827
H: 1.150 2.036 -1.264  0.6414
H: -0.997 2.180 -0.815  0.1919
H: -1.755 2.694 1.985  0.5729
H: -3.889 1.611 1.501  0.4676
H: -2.573 0.524 1.048  0.2824
H: -4.371 0.579 -0.683  0.1006
H: -2.844 1.173 -1.340  -0.1323
H: -4.704 2.653 -2.015  0.4109
H: -5.136 2.908 -0.321  0.3348
H: -3.775 4.798 -1.162  0.3640
H: -2.492 3.686 -1.630  0.2690
H: -1.965 4.733 0.551  0.3927
H: -3.512 4.189 1.205  0.4407
H: 3.763 2.405 -1.687  0.5425
H: 5.920 2.275 -0.061  0.4953
H: 4.943 1.313 2.296  0.4975
H: -3.124 -3.572 2.297  0.5576
H: -5.809 -3.174 2.258  0.4850
H: -6.271 -1.860 -0.081  0.4986

Atoms 1-3, force components in eV/Å:
-0.171 -0.154 0.185
0.023 0.108 -0.325
-0.126 0.165 -0.268

Properties
- 2S+1: 1
- Kohn-Sham gap: 8.9125 eV
- SMILES: O=C(NCC(=O)N(Cc1cccs1)[C@@H](C(=O)NC1CCCCC1)c1ccco1)c1ccco1
- HOMO energy: -8.3 eV

C6H10N2 | ωB97M-V with the def2-TZVPD basis set

Each line ends with the Mulliken charge.
Cartesian coordinates (Å):
C: 0.050 -0.457 -2.196  -0.4594
N: 0.448 -0.146 -1.039  -0.2923
C: 0.737 -1.047 -0.008  0.3926
N: 1.272 -2.296 -0.322  -0.5256
C: 0.153 -0.613 1.116  -0.8815
C: -0.601 0.752 0.664  1.0483
C: -1.933 0.829 0.561  -0.9652
C: 0.241 1.964 0.957  -1.2453
H: -0.140 0.345 -2.901  0.2754
H: -0.071 -1.486 -2.533  0.2996
H: 2.015 -2.262 -1.010  0.2541
H: 1.530 -2.830 0.494  0.2298
H: -0.094 -1.250 1.953  0.3389
H: -2.453 1.756 0.741  0.2745
H: -2.541 -0.050 0.411  0.3030
H: 1.185 1.893 0.413  0.3085
H: 0.476 2.009 2.026  0.2596
H: -0.274 2.888 0.672  0.3851

Atoms 1-3, force components in eV/Å:
0.586 -0.281 0.132
1.057 -0.037 -1.220
-0.873 -0.663 -0.329

Properties
- 2S+1: 1
- Kohn-Sham gap: 9.0171 eV
- SMILES: C=N/C(N)=C\C(=C)C
- HOMO energy: -8.1 eV

C5H8IN2 | ωB97M-V with the def2-TZVPD basis set

Each line ends with the Mulliken charge.
Cartesian coordinates (Å):
C: -0.577 1.671 -0.218  0.4411
C: 0.667 -1.126 -0.007  0.7819
C: -0.327 2.742 0.379  -0.7437
C: -1.222 0.518 -0.648  -0.3916
C: -0.854 -0.917 -0.130  -0.7666
N: 1.394 -0.087 -0.074  -0.6431
N: 1.096 -2.414 0.215  -0.4774
I: 3.396 0.106 -0.097  0.2031
H: 0.611 2.960 0.777  0.3251
H: -0.864 3.572 0.541  0.3941
H: -2.372 0.598 -0.411  0.3951
H: -1.173 0.597 -1.831  0.2946
H: -1.124 -1.808 -0.667  0.4223
H: -1.163 -1.011 0.969  0.3435
H: 0.437 -2.972 0.661  0.2480
H: 2.074 -2.430 0.540  0.1737

Atoms 1-3, force components in eV/Å:
0.395 -1.452 1.334
0.589 0.158 0.272
1.691 -1.254 -0.291

Properties
- 2S+1: 1
- Kohn-Sham gap: 6.8593 eV
- Charge: +1
- HOMO energy: -12.7 eV

C2H4N4 | ωB97M-V with the def2-TZVPD basis set

Each line ends with the Mulliken charge.
Cartesian coordinates (Å):
C: -1.420 0.740 1.427  -0.6632
C: -0.309 0.265 0.460  0.4303
N: 0.933 -0.125 0.713  -0.2883
N: 1.381 -0.689 -0.449  -0.2572
N: 0.557 -0.524 -1.448  -0.3295
N: -0.507 0.102 -0.904  0.1425
H: -0.787 1.356 2.356  0.2652
H: -1.979 -0.396 1.731  0.2281
H: -2.177 1.471 0.793  0.2550
H: -1.228 0.196 -1.588  0.2170

Atoms 1-3, force components in eV/Å:
0.427 -0.339 0.154
-0.623 0.704 -1.083
-1.625 -0.787 -0.863

Properties
- 2S+1: 1
- Kohn-Sham gap: 11.0713 eV
- SMILES: Cc1nnn[nH]1
- HOMO energy: -10.5 eV

C27H20N2O4SiTa | ωB97M-V with the def2-TZVPD basis set

Each line ends with the Mulliken charge.
Cartesian coordinates (Å):
Ta: -0.439 -0.732 -0.513  1.5100
O: 6.419 0.569 0.523  -0.6675
C: 5.614 1.446 0.196  0.4050
O: 5.691 2.652 -0.077  -0.6595
C: 4.165 0.912 0.111  0.2537
C: 3.786 -0.256 0.770  -0.8667
C: 2.503 -0.719 0.666  -0.3518
N: 1.551 -0.094 -0.078  0.0764
C: 1.929 1.076 -0.704  0.7006
C: 3.182 1.599 -0.620  -0.6056
C: 0.841 1.740 -1.466  0.0082
O: 0.849 2.803 -1.972  -0.4741
O: -0.299 0.928 -1.413  -0.6311
H: 4.542 -0.790 1.333  0.5458
H: 2.195 -1.611 1.194  0.5999
H: 3.442 2.534 -1.102  0.6258
C: -1.694 -0.296 1.115  -1.4994
C: -2.106 1.144 1.087  0.4650
C: -1.387 2.101 1.800  -0.3911
C: -1.717 3.441 1.698  -0.8236
C: -2.773 3.834 0.879  0.5423
C: -3.504 2.883 0.173  -0.8992
C: -3.168 1.544 0.280  -0.1047
C: -3.119 5.227 0.768  -0.1404
N: -3.394 6.338 0.679  -0.4136
H: -2.546 -0.957 0.885  0.4762
H: -1.270 -0.624 2.072  0.7476
H: -0.568 1.800 2.442  0.4605
H: -1.162 4.186 2.251  0.4933
H: -4.330 3.197 -0.449  0.4798
H: -3.748 0.805 -0.262  0.4186
C: 3.360 -4.607 -3.486  -0.4483
C: 3.184 -3.247 -3.279  -0.7954
C: 2.357 -2.810 -2.254  0.4285
C: 1.689 -3.724 -1.433  0.6501
C: 1.885 -5.093 -1.651  -0.6681
C: 2.714 -5.529 -2.672  -0.6728
Si: 0.529 -3.170 -0.105  0.3018
C: -1.235 -3.173 -0.752  0.5037
C: -2.435 -3.513 -0.111  -0.5771
C: -3.661 -3.125 -0.632  -0.5305
C: -3.746 -2.316 -1.766  -0.4931
C: -2.590 -1.935 -2.427  -0.3723
C: -1.349 -2.367 -1.927  -0.8705
H: 4.012 -4.951 -4.278  0.4047
H: 3.703 -2.529 -3.899  0.4370
H: 2.269 -1.741 -2.080  0.1105
H: 1.394 -5.826 -1.020  0.3925
H: 2.863 -6.589 -2.829  0.4055
H: 0.690 -3.771 1.231  -0.1289
H: -2.409 -4.105 0.796  0.4436
H: -4.570 -3.442 -0.138  0.4341
H: -4.713 -2.008 -2.140  0.4888
H: -2.634 -1.341 -3.331  0.4645
H: -0.453 -2.241 -2.556  0.8113

Atoms 1-3, force components in eV/Å:
-0.368 0.393 0.522
-0.013 0.002 0.000
0.178 0.239 -0.072

Properties
- 2S+1: 1
- Kohn-Sham gap: 4.6220 eV
- Charge: +1
- HOMO energy: -10.7 eV

C23H43GaN3O2 | ωB97M-V with the def2-TZVPD basis set

Each line ends with the Löwdin spin population.
Cartesian coordinates (Å):
Ga: 3.488 -2.155 4.693  0.0000
C: 1.433 -2.026 4.691  0.0000
C: 0.742 -0.746 4.496  -0.0001
C: -0.730 -0.760 4.553  0.0000
C: -1.370 -2.028 4.795  0.0000
N: -0.775 -3.233 4.965  0.0000
C: 0.581 -3.189 4.910  0.0000
H: 4.176 -0.713 4.480  0.0000
H: 4.043 -3.268 3.651  0.0000
H: 3.906 -2.670 6.172  0.0000
H: 1.320 0.190 4.323  0.0000
H: -1.297 0.187 4.436  0.0000
H: -2.488 -2.013 4.866  0.0000
H: 1.111 -4.162 5.068  0.0000
C: 4.181 3.833 0.525  0.0011
C: 3.653 2.440 0.944  0.0248
C: 4.233 1.386 -0.009  0.0130
C: 3.630 1.471 -1.409  0.0007
C: 2.106 1.399 -1.351  0.0126
C: 1.454 2.361 -0.342  0.0242
N: 2.161 2.415 0.971  0.3254
O: 1.792 1.350 1.663  0.5900
C: 1.367 3.786 -0.930  0.0019
C: -0.024 1.946 -0.199  -0.0004
C: 4.248 2.243 2.351  -0.0006
H: 5.247 3.919 0.747  -0.0004
H: 4.101 4.035 -0.541  0.0000
H: 3.670 4.630 1.069  0.0013
H: 4.059 0.381 0.392  0.0027
H: 5.319 1.499 -0.076  0.0010
H: 3.946 2.389 -1.915  0.0003
H: 4.009 0.646 -2.017  0.0007
H: 1.701 1.580 -2.351  0.0010
H: 1.833 0.369 -1.097  0.0024
H: 0.965 4.485 -0.192  0.0016
H: 0.698 3.809 -1.793  -0.0004
H: 2.316 4.179 -1.288  0.0000
H: -0.136 0.900 0.086  -0.0009
H: -0.550 2.062 -1.148  0.0002
H: -0.539 2.562 0.543  0.0001
H: 3.859 2.993 3.046  0.0002
H: 5.335 2.348 2.328  -0.0003
H: 4.043 1.255 2.766  -0.0006
C: -4.374 -1.125 -4.056  0.0012
C: -2.946 -0.941 -3.492  0.0256
C: -2.208 -2.285 -3.570  0.0134
C: -2.744 -3.302 -2.566  0.0007
C: -2.727 -2.734 -1.150  0.0133
C: -3.363 -1.339 -1.008  0.0247
N: -2.981 -0.396 -2.103  0.3357
O: -1.773 0.067 -1.826  0.5746
C: -4.902 -1.448 -0.950  0.0019
C: -2.993 -0.805 0.392  -0.0009
C: -2.304 0.055 -4.474  -0.0007
H: -4.341 -1.280 -5.137  -0.0004
H: -4.895 -1.996 -3.666  0.0000
H: -4.990 -0.242 -3.873  0.0012
H: -1.138 -2.137 -3.388  0.0028
H: -2.288 -2.698 -4.580  0.0010
H: -3.757 -3.618 -2.834  0.0003
H: -2.128 -4.204 -2.601  0.0007
H: -3.223 -3.438 -0.477  0.0011
H: -1.682 -2.689 -0.823  0.0023
H: -5.359 -0.455 -0.915  0.0015
H: -5.219 -1.979 -0.049  -0.0004
H: -5.343 -1.996 -1.780  0.0000
H: -1.916 -0.794 0.562  -0.0003
H: -3.421 -1.441 1.169  -0.0003
H: -3.375 0.208 0.544  0.0003
H: -2.821 1.018 -4.447  0.0003
H: -2.361 -0.321 -5.498  -0.0003
H: -1.246 0.231 -4.270  -0.0007

Atoms 1-3, force components in eV/Å:
0.113 -0.296 0.331
-1.988 0.923 -0.253
-1.509 -2.280 0.459

Properties
- 2S+1: 3
- Kohn-Sham gap (alpha / beta): 6.7442 / 6.2196 eV
- Charge: -1
- HOMO energy (alpha / beta): -4.6 / -4.6 eV
- ⟨S²⟩: 2.01

no.,largest force on an atom (eV/A)
1,1.31
2,3.81
3,5.12
4,4.19
5,0.75
6,3.36